No. 1
The following is a DFT calculation (ωB97M-V/def2-TZVPD) of a molecular structure, C27H28BN10Ru.

Structure (ORCA input):
```
! wB97M-V def2-TZVPD RIJCOSX def2/J DEFGRID3
* xyz 2 2
Ru -0.3524 0.1680 -0.2943
C 0.1835 -1.7652 2.5474
N -0.7509 -1.5519 1.4156
C -0.7919 -2.7519 0.5331
C 0.0241 -2.7086 -0.7249
C 0.6762 -3.8318 -1.1949
C 1.1908 -3.8296 -2.4846
C 1.0351 -2.6948 -3.2613
C 0.4351 -1.5837 -2.6959
N -0.0615 -1.5793 -1.4544
C -2.0916 -1.4081 2.0109
C -3.0095 -0.5947 1.1625
C -4.3010 -0.3725 1.6142
C -5.2030 0.2913 0.8080
C -4.7745 0.6807 -0.4510
C -3.4659 0.4483 -0.8139
N -2.5586 -0.1607 -0.0258
C 1.6048 -1.3980 2.2609
C 2.6694 -2.0430 2.8697
C 3.9260 -1.4655 2.7785
C 4.0533 -0.2616 2.1024
C 2.9356 0.2745 1.4867
N 1.7297 -0.2943 1.5364
H 0.0839 -2.7843 2.9323
H -0.1185 -1.0897 3.3494
H -1.8227 -2.8581 0.1842
H -0.5594 -3.6539 1.1044
H 0.7503 -4.7100 -0.5684
H 1.6947 -4.7035 -2.8747
H 1.3973 -2.6466 -4.2778
H 0.3673 -0.6557 -3.2458
H -2.0182 -0.9683 3.0043
H -2.5423 -2.3959 2.1619
H -4.5845 -0.7384 2.5925
H -6.2120 0.4878 1.1434
H -5.4344 1.1735 -1.1498
H -3.1415 0.7735 -1.7833
H 2.5069 -2.9565 3.4261
H 4.7826 -1.9333 3.2443
H 5.0009 0.2538 2.0401
H 3.0134 1.2065 0.9423
C -0.3673 3.1323 2.7411
C -0.8515 1.9389 2.2161
N -0.5087 1.8268 0.9333
N 0.2136 2.9225 0.6211
C 0.3035 3.7248 1.6903
B 0.7259 3.0787 -0.8102
N 1.8345 1.9982 -1.0745
C 3.0776 2.1294 -1.5507
C 3.6073 0.8680 -1.7684
C 2.5936 -0.0076 -1.4011
N 1.5220 0.6810 -0.9993
N -0.4071 2.6818 -1.7941
C -0.8049 3.3095 -2.9075
C -1.4642 2.4037 -3.7196
C -1.4064 1.2031 -3.0230
N -0.7863 1.3917 -1.8524
H -0.5016 3.5192 3.7350
H -1.4539 1.1855 2.6949
H 0.8170 4.6694 1.6253
H 1.1352 4.1699 -1.0404
H 3.4990 3.1088 -1.7055
H 4.5872 0.6225 -2.1371
H 2.6048 -1.0844 -1.3742
H -0.5636 4.3480 -3.0602
H -1.9067 2.5830 -4.6829
H -1.7655 0.2266 -3.3067
*
```

HOMO energy (alpha / beta) = -14.60 / -14.45 eV
Expectation value of S² = 0.754
Electronic energy = -1712.615784 Eh

How is the electron density shared among the atoms? According to natural (NBO), the charges in e are: Ru 1.010; C -0.237; N -0.418; C -0.258; C 0.193; C -0.181; C -0.125; C -0.232; C 0.075; N -0.445; C -0.267; C 0.227; C -0.233; C -0.096; C -0.233; C 0.074; N -0.459; C 0.187; C -0.240; C -0.126; C -0.235; C 0.059; N -0.462; H 0.212; H 0.228; H 0.237; H 0.226; H 0.238; H 0.252; H 0.255; H 0.226; H 0.238; H 0.232; H 0.245; H 0.252; H 0.253; H 0.217; H 0.236; H 0.244; H 0.243; H 0.206; C -0.312; C -0.002; N -0.278; N -0.309; C 0.031; B 0.531; N -0.310; C 0.037; C -0.333; C 0.005; N -0.257; N -0.299; C 0.044; C -0.311; C -0.033; N -0.236; H 0.258; H 0.209; H 0.247; H 0.003; H 0.250; H 0.262; H 0.232; H 0.253; H 0.264; H 0.236



No. 2
The following is a DFT calculation (ωB97M-V/def2-TZVPD) of a molecular structure, C52H104O13 in a non-equilibrium geometry.

Structure (ORCA input):
```
! wB97M-V def2-TZVPD RIJCOSX def2/J DEFGRID3
* xyz 0 1
C 35.4504 12.0049 -10.1110
C 35.8328 12.1609 -11.5297
C 34.8993 11.2276 -12.3496
O 34.6559 10.1449 -11.4212
C 34.6563 10.6820 -10.0718
H 34.7482 12.7457 -9.7286
H 36.2581 12.0826 -9.3832
H 36.8256 11.8916 -11.8901
H 35.5889 13.1446 -11.9309
H 35.4402 10.9809 -13.2632
H 33.9882 11.7219 -12.6867
H 34.8850 9.9683 -9.2803
H 33.6412 11.0020 -9.8370
C 38.6334 9.2472 -17.1072
C 37.4593 10.1592 -17.4071
C 36.4193 9.8935 -16.3643
O 37.2200 9.3958 -15.2845
C 38.5834 9.2074 -15.5912
H 39.5717 9.5072 -17.5972
H 38.4030 8.2703 -17.5322
H 37.1341 10.0586 -18.4426
H 37.7355 11.2136 -17.4218
H 35.8758 8.9919 -16.6470
H 35.7791 10.7166 -16.0467
H 38.9746 8.2222 -15.3373
H 39.3534 9.9240 -15.3054
C 33.6764 11.4798 -14.5929
C 34.4676 10.6438 -15.6188
C 33.5263 9.4835 -15.9109
O 32.1820 10.0005 -15.7322
C 32.2041 11.2348 -15.0725
H 33.9857 12.5235 -14.5379
H 33.7507 10.9172 -13.6623
H 35.4000 10.2224 -15.2434
H 34.5369 11.1312 -16.5913
H 33.6331 8.7842 -15.0817
H 33.7743 9.1165 -16.9069
H 31.4935 11.1952 -14.2470
H 31.9904 12.0774 -15.7302
C 39.0328 13.1541 -9.0831
C 38.9995 12.6482 -10.5219
C 39.6993 13.6500 -11.3106
O 39.3656 14.8380 -10.6034
C 39.5274 14.6053 -9.2413
H 39.7169 12.5488 -8.4884
H 38.0848 13.1323 -8.5456
H 37.9923 12.6883 -10.9366
H 39.4043 11.6515 -10.6970
H 39.2460 13.6276 -12.3017
H 40.7611 13.4728 -11.4816
H 39.0339 15.4105 -8.6971
H 40.5860 14.6952 -8.9976
C 41.8499 7.9387 -15.0242
C 41.2119 7.1960 -13.9400
C 40.8653 8.3144 -12.9520
O 41.9162 9.3005 -13.1011
C 42.6800 8.9927 -14.2674
H 41.1388 8.4428 -15.6786
H 42.5031 7.4225 -15.7277
H 41.9660 6.6338 -13.3892
H 40.4715 6.4790 -14.2948
H 40.7324 7.9592 -11.9302
H 39.8692 8.6776 -13.2054
H 43.6566 8.5766 -14.0201
H 42.7172 9.8761 -14.9048
C 38.9117 11.6405 -12.6769
C 38.2746 10.4397 -13.2605
C 37.2957 10.9345 -14.2979
O 36.8769 12.1845 -13.7571
C 38.0429 12.8021 -13.2131
H 39.9049 11.8352 -13.0815
H 38.9209 11.7761 -11.5955
H 37.6494 10.0072 -12.4794
H 38.8954 9.6817 -13.7383
H 36.4587 10.2549 -14.4581
H 37.8157 10.9991 -15.2536
H 37.8790 13.6521 -12.5507
H 38.5906 13.2538 -14.0402
C 36.5839 13.4288 -16.2072
C 36.0568 14.8032 -16.6208
C 34.5453 14.7362 -16.2327
O 34.3490 13.3730 -15.7571
C 35.5766 12.8446 -15.2460
H 37.6047 13.4911 -15.8300
H 36.5398 12.6857 -17.0034
H 36.1035 15.0866 -17.6723
H 36.5643 15.5692 -16.0345
H 33.8808 14.9611 -17.0669
H 34.2553 15.3914 -15.4112
H 35.5435 11.7552 -15.2335
H 35.9148 13.0809 -14.2371
C 41.3191 10.9141 -16.0923
C 40.8593 12.2980 -16.6412
C 39.3970 12.3977 -16.1205
O 39.6068 11.8781 -14.7956
C 40.8366 11.0574 -14.6865
H 42.3760 10.6517 -16.1395
H 40.7363 10.0915 -16.5068
H 40.9504 12.3585 -17.7257
H 41.3619 13.2001 -16.2924
H 38.7620 11.6885 -16.6514
H 38.9102 13.3728 -16.0990
H 40.6232 10.0628 -14.2948
H 41.6162 11.5693 -14.1224
C 36.9246 14.8938 -10.6527
C 36.5684 16.2858 -10.3403
C 36.3991 16.8896 -11.7053
O 35.9521 15.8583 -12.5669
C 35.9537 14.6263 -11.8464
H 36.7038 14.2480 -9.8028
H 37.9595 14.7512 -10.9635
H 37.3416 16.8878 -9.8630
H 35.6675 16.3272 -9.7282
H 37.3953 17.1869 -12.0329
H 35.7691 17.7647 -11.8643
H 36.3045 13.7848 -12.4439
H 34.9364 14.4650 -11.4900
C 36.5803 6.9105 -13.3329
C 37.0521 8.0519 -12.4980
C 38.5215 7.9028 -12.4503
O 38.8556 7.6327 -13.7479
C 37.6907 7.1365 -14.4263
H 35.5776 6.9814 -13.7544
H 36.7835 5.9318 -12.8981
H 36.5936 8.0552 -11.5091
H 36.7867 9.0163 -12.9312
H 38.8215 7.1246 -11.7484
H 39.0652 8.7932 -12.1344
H 37.9661 6.2128 -14.9351
H 37.3242 7.8845 -15.1294
C 42.8041 10.3547 -10.8824
C 41.6852 11.1667 -11.5197
C 40.3807 10.2340 -11.3495
O 40.7989 9.1745 -10.4707
C 42.0358 9.4927 -9.8555
H 43.5052 10.9610 -10.3088
H 43.3940 9.8048 -11.6157
H 41.8380 11.3518 -12.5829
H 41.5458 12.0972 -10.9693
H 40.0379 9.7328 -12.2547
H 39.5332 10.8311 -11.0127
H 42.6183 8.6153 -9.5744
H 41.7944 10.0637 -8.9590
C 37.8038 15.6306 -13.7313
C 38.6196 15.4921 -14.9800
C 39.3129 16.8594 -15.1226
O 39.7871 16.9699 -13.7753
C 38.8914 16.1837 -12.9194
H 37.4414 14.6539 -13.4106
H 36.9507 16.3061 -13.7963
H 37.9843 15.2792 -15.8398
H 39.3450 14.6793 -14.9439
H 38.7217 17.7308 -15.4040
H 40.0537 16.6803 -15.9018
H 38.5020 16.7837 -12.0969
H 39.4052 15.4029 -12.3587
C 37.7906 10.3230 -9.3911
C 38.5906 9.3071 -8.5991
C 38.8354 8.1753 -9.5960
O 37.8470 8.2755 -10.6419
C 37.5125 9.6722 -10.7629
H 38.3613 11.2468 -9.4863
H 36.8653 10.4006 -8.8203
H 38.0015 8.9267 -7.7646
H 39.5275 9.6512 -8.1611
H 38.6850 7.1888 -9.1574
H 39.8579 8.2093 -9.9722
H 36.5052 9.8208 -11.1520
H 38.1192 10.2110 -11.4907
*
```

HOMO energy = -8.22 eV
Electronic energy = -3019.754528 Eh

Mulliken atomic charge list, values in e, 99 entries: C -0.887; C 0.752; C -0.580; O -0.521; C -1.066; H 0.665; H -0.034; H 0.920; H -1.437; H 0.167; H 1.077; H 0.409; H 0.378; C -1.426; C -1.399; C 0.928; O -0.272; C 0.426; H 0.639; H 0.624; H 0.588; H 0.875; H 0.243; H -0.631; H 0.326; H -0.738; C 0.084; C -0.446; C -0.630; O -0.513; C -0.861; H 0.431; H -0.480; H -0.005; H 0.699; H 0.242; H 0.449; H 0.341; H 0.260; C -0.785; C 0.815; C -0.017; O -0.343; C -0.858; H 0.656; H 0.217; H 0.490; H -0.616; H -2.124; H 0.534; H 0.344; H 0.435; C 0.367; C -1.481; C -0.457; O -0.006; C -1.104; H -0.658; H 0.700; H 0.660; H 0.270; H 0.240; H -0.892; H 0.383; H 0.482; C -1.580; C 3.102; C -1.167; O 0.189; C -1.133; H 0.417; H -0.555; H -0.073; H 0.962; H 0.326; H 1.406; H 0.946; H 0.177; C -0.096; C -0.460; C -0.919; O -0.399; C 0.018; H -1.860; H 0.742; H 0.583; H 0.209; H 0.298; H 0.368; H 0.371; H 0.528; C -0.045; C -1.699; C 0.551; O -0.286; C -2.256; H 0.671; H 0.058; H 0.391



No. 3
The following is a DFT calculation (ωB97M-V/def2-TZVPD) of a molecular structure, C41H51F5N6RuSi2 in a non-equilibrium geometry.

Structure (ORCA input):
```
! wB97M-V def2-TZVPD RIJCOSX def2/J DEFGRID3
* xyz 0 5
Ru 0.0314 0.3387 -0.2394
C 0.4739 2.8264 2.6544
Si -0.7816 1.8021 1.5863
C -1.9348 1.1019 2.9952
C -1.7477 3.2415 0.7369
C -2.3412 4.2238 1.5201
C -2.9095 5.3464 0.9489
C -2.8984 5.4929 -0.4275
C -2.3326 4.5069 -1.2145
C -1.7499 3.3775 -0.6517
Si -0.9893 1.9889 -1.7840
C 0.2240 2.9612 -2.9505
C -2.5225 1.6836 -2.9595
H -0.0628 3.5566 3.2516
H 1.1733 3.3712 2.0302
H 1.0540 2.2052 3.3281
H -2.3745 1.9289 3.5419
H -1.3699 0.5114 3.7086
H -2.7473 0.4868 2.6260
H -2.3559 4.1147 2.5945
H -3.3559 6.1074 1.5729
H -3.3278 6.3727 -0.8860
H -2.3399 4.6280 -2.2878
H -0.3099 3.8040 -3.3805
H 0.5932 2.3473 -3.7654
H 1.0870 3.3460 -2.4168
H -2.8871 2.6358 -3.3316
H -3.3534 1.2083 -2.4464
H -2.2628 1.0806 -3.8219
C -3.4912 -3.1542 5.2300
C -2.1391 -3.7993 5.1711
C -1.7563 -4.7190 6.1332
C -0.5170 -5.3366 6.0964
C 0.3507 -5.0615 5.0558
C -0.0143 -4.1602 4.0737
C -1.2372 -3.4915 4.1427
N -1.6023 -2.5360 3.1963
C -0.7694 -1.8415 2.3344
N 0.4330 -1.5496 2.8795
C 1.4851 -0.7073 2.4864
C 1.4178 0.1373 1.3770
C 2.4734 1.0340 1.1938
C 3.5886 1.0398 2.0077
C 3.6523 0.1556 3.0707
C 2.6072 -0.7102 3.3377
C 2.6804 -1.5983 4.5514
N -1.1759 -1.4388 1.1777
C -2.4172 -1.8278 0.6700
C -3.2321 -0.8078 0.1685
C -4.4930 -1.0681 -0.3221
C -4.9674 -2.3706 -0.3348
C -4.1433 -3.3945 0.0920
C -2.8708 -3.1574 0.5958
C -2.0383 -4.3432 0.9861
H -4.0151 -3.4602 6.1312
H -4.0979 -3.4491 4.3733
H -3.4106 -2.0689 5.2293
H -2.4368 -4.9519 6.9387
H -0.2368 -6.0455 6.8601
H 1.3136 -5.5480 5.0003
H 0.6460 -3.9852 3.2371
H -2.5820 -2.4970 2.9561
H 0.5321 -1.8790 3.8304
H 2.4123 1.7704 0.3967
H 4.4004 1.7316 1.8359
H 4.5158 0.1630 3.7181
H 3.6536 -1.4984 5.0258
H 2.5409 -2.6485 4.2982
H 1.9279 -1.3199 5.2927
H -2.8257 0.1981 0.1705
H -5.1016 -0.2608 -0.7015
H -5.9627 -2.5870 -0.6906
H -4.4893 -4.4182 0.0450
H -2.1862 -5.1407 0.2622
H -2.3314 -4.7373 1.9591
H -0.9863 -4.0825 1.0167
F 2.7252 -0.8441 -0.9285
C 1.8013 -0.0842 -1.6517
F 2.4355 1.1476 -1.7951
C 1.9047 -0.6811 -3.0668
F 3.1111 -0.4895 -3.6350
F 1.7179 -2.0124 -3.1025
F 1.0129 -0.1498 -3.9155
C 1.0295 -5.3921 -0.9375
C 1.6837 -4.1158 -0.4286
N 0.6856 -3.0689 -0.4075
C -0.1585 -2.8665 -1.4669
N -0.6897 -1.6950 -1.5942
C -1.6406 -1.4526 -2.6576
C -2.3209 -2.7196 -3.1550
C -1.2416 -3.7462 -3.4452
N -0.4622 -3.9543 -2.2418
C 0.4359 -5.0887 -2.3050
H 0.2403 -5.7002 -0.2512
H 1.7647 -6.1934 -1.0156
H 2.5260 -3.8520 -1.0818
H 2.0672 -4.2389 0.5888
H 0.9813 -2.1911 0.0128
H -1.1198 -0.9774 -3.4951
H -2.3862 -0.7530 -2.2831
H -2.8972 -2.4999 -4.0529
H -2.9907 -3.1046 -2.3861
H -0.5977 -3.4142 -4.2735
H -1.6869 -4.7043 -3.7334
H 1.2426 -4.8927 -3.0266
H -0.1419 -5.9411 -2.6754
*
```

HOMO energy (alpha / beta) = -7.50 / -8.03 eV
Expectation value of S² = 6.014
Electronic energy = -3094.672884 Eh

Mulliken atomic charge list, values in e, 99 entries: Ru 0.307; C -1.504; Si 1.296; C -1.498; C 0.601; C -0.893; C -0.766; C -0.816; C -0.990; C 0.546; Si 2.016; C -1.511; C -1.649; H 0.510; H 0.306; H 0.361; H 0.649; H 0.241; H 0.339; H 0.265; H 0.405; H 0.402; H 0.235; H 0.453; H 0.369; H 0.316; H 0.504; H 0.381; H 0.361; C -1.575; C 0.807; C -0.764; C -0.795; C -1.125; C -0.348; C 0.354; N 0.223; C -1.854; N 1.426; C -0.253; C 0.371; C 0.448; C -1.451; C -1.101; C 1.571; C -1.441; N 1.193; C -0.591; C -1.156; C -1.009; C -1.080; C -0.820; C 1.366; C -1.731; H 0.429; H 0.292; H 0.323; H 0.402; H 0.407; H 0.429; H 0.639; H 0.759; H 0.161; H 0.482; H 0.463; H 0.393; H 0.471; H 0.232; H 0.341; H 0.664; H 0.509; H 0.396; H 0.494; H 0.572; H 0.711; H -0.282; F -0.309; C -0.286; F -0.280; C 0.113; F -0.307; F -0.221; F -0.249; C -0.479; C -0.789; N 1.023; C -0.880; N 1.815; C -0.956; C -0.746; C -0.831; N 0.344; C -0.630; H 0.146; H 0.426; H 0.386; H 0.415; H -0.893; H 0.349



The following ΔE to the lowest compared entry with this formula, charge and spin values (in eV) correspond, in order, to the records above: 0.746, 50.536, 0.000.